{"formula": "C45H60F5IrNO2P2Si", "method": "ωB97M-V with the def2-TZVPD basis set", "homo_lumo_gap_ev": 7.9312, "de_lowest_kj_mol": 35.9, "total_charge": 1, "elements": ["Ir", "C", "Si", "C", "C", "C", "C", "C", "C", "P", "C", "C", "C", "C", "C", "C", "C", "C", "C", "C", "C", "C", "C", "C", "C", "C", "C", "C", "P", "C", "C", "C", "C", "C", "C", "C", "C", "C", "C", "C", "C", "H", "H", "H", "H", "H", "H", "H", "H", "H", "H", "H", "H", "H", "H", "H", "H", "H", "H", "H", "H", "H", "H", "H", "H", "H", "H", "H", "H", "H", "H", "H", "H", "H", "H", "H", "H", "H", "H", "H", "H", "H", "H", "H", "H", "H", "H", "H", "H", "H", "H", "H", "H", "H", "H", "H", "C", "C", "N", "O", "H", "H", "H", "H", "H", "F", "C", "C", "F", "C", "F", "C", "O", "C", "F", "C", "F"], "coordinates": [[0.179, -0.341, -0.294], [-2.005, 2.654, -1.268], [-1.377, 1.357, -0.065], [-0.495, 2.329, 1.314], [-0.624, 3.711, 1.452], [0.033, 4.399, 2.459], [0.824, 3.705, 3.362], [0.966, 2.331, 3.249], [0.337, 1.640, 2.216], [0.450, -0.181, 2.017], [-0.374, -0.610, 3.661], [-0.385, -2.023, 4.267], [-1.252, -2.030, 5.526], [-2.729, -1.811, 5.173], [-2.883, -0.922, 3.933], [-1.746, 0.087, 3.855], [2.213, -0.726, 2.336], [2.801, -0.671, 3.751], [4.279, -1.066, 3.723], [4.479, -2.457, 3.134], [3.869, -2.541, 1.741], [2.399, -2.133, 1.752], [-2.970, 0.475, 0.455], [-4.022, 1.162, 1.058], [-5.208, 0.519, 1.366], [-5.357, -0.827, 1.061], [-4.331, -1.524, 0.446], [-3.133, -0.882, 0.127], [-1.638, -1.642, -0.632], [-1.520, -3.396, -0.086], [-1.178, -3.443, 1.396], [-0.961, -4.860, 1.930], [-2.016, -5.846, 1.394], [-3.206, -5.104, 0.797], [-2.734, -4.307, -0.418], [-1.760, -1.615, -2.496], [-2.819, -2.378, -3.315], [-2.453, -3.779, -3.804], [-1.051, -3.858, -4.405], [-0.026, -3.323, -3.410], [-0.353, -1.866, -3.104], [-2.656, 3.314, -0.687], [-1.230, 3.255, -1.742], [-2.617, 2.203, -2.045], [-1.243, 4.265, 0.757], [-0.075, 5.472, 2.545], [1.329, 4.232, 4.160], [1.573, 1.816, 3.979], [0.355, -0.043, 4.254], [-0.788, -2.753, 3.577], [0.627, -2.348, 4.505], [-1.119, -2.971, 6.060], [-0.906, -1.245, 6.205], [-3.225, -2.771, 5.009], [-3.236, -1.347, 6.021], [-2.889, -1.520, 3.018], [-3.844, -0.406, 3.952], [-1.934, 0.826, 3.078], [-1.709, 0.649, 4.793], [2.804, -0.038, 1.729], [2.719, 0.326, 4.183], [2.275, -1.353, 4.420], [4.835, -0.336, 3.123], [4.688, -1.010, 4.733], [5.539, -2.711, 3.102], [4.001, -3.197, 3.786], [4.413, -1.872, 1.064], [3.969, -3.549, 1.332], [1.997, -2.190, 0.732], [1.827, -2.848, 2.355], [-3.908, 2.212, 1.306], [-6.012, 1.059, 1.848], [-6.277, -1.340, 1.305], [-4.489, -2.571, 0.242], [-0.649, -3.780, -0.623], [-0.278, -2.844, 1.550], [-1.987, -2.964, 1.952], [0.045, -5.202, 1.674], [-1.002, -4.823, 3.021], [-1.577, -6.462, 0.604], [-2.333, -6.535, 2.176], [-3.976, -5.810, 0.483], [-3.671, -4.451, 1.543], [-2.425, -5.036, -1.165], [-3.553, -3.757, -0.876], [-1.998, -0.552, -2.621], [-3.792, -2.375, -2.817], [-2.954, -1.765, -4.213], [-2.511, -4.511, -3.003], [-3.202, -4.080, -4.539], [-0.828, -4.888, -4.686], [-0.999, -3.262, -5.322], [-0.021, -3.949, -2.516], [0.984, -3.371, -3.823], [0.414, -1.377, -2.468], [-0.320, -1.350, -4.066], [4.248, 1.546, -0.184], [2.782, 1.481, -0.478], [2.137, 2.575, -0.853], [2.206, 0.380, -0.342], [4.709, 2.464, -0.540], [4.729, 0.687, -0.648], [4.393, 1.469, 0.895], [2.650, 3.422, -1.024], [1.238, 2.417, -1.301], [0.994, 0.795, -7.552], [0.808, 0.832, -6.235], [-0.449, 1.063, -5.706], [-1.490, 1.231, -6.520], [-0.643, 1.110, -4.335], [-1.907, 1.282, -3.905], [0.398, 0.923, -3.419], [0.255, 0.945, -2.110], [1.660, 0.699, -4.000], [2.715, 0.471, -3.197], [1.871, 0.649, -5.364], [3.094, 0.423, -5.841]], "mulliken_charge": [0.537, -1.553, 1.666, 1.240, -0.878, -0.961, -1.155, -1.165, 0.146, 1.319, -0.803, 0.123, -1.398, -0.941, 0.389, -0.593, 2.386, -0.282, -0.872, -0.786, -0.868, -0.221, 0.608, -0.532, -1.036, -1.065, -0.370, 0.897, -0.495, 1.875, 0.314, -0.943, -0.878, -1.151, -1.646, 1.606, -1.303, -0.299, -1.026, -0.805, 0.151, 0.603, 0.310, 0.349, 0.446, 0.462, 0.467, 0.275, 0.862, -0.554, 0.597, 0.452, 0.357, 0.333, 0.393, -0.812, 0.668, 0.147, 0.418, -1.299, 0.056, 0.210, 0.276, 0.533, 0.447, 0.296, 0.260, 0.444, -0.423, 0.225, 0.423, 0.448, 0.460, 0.387, 0.565, -0.649, -0.393, 0.305, 0.513, 0.398, 0.449, 0.479, 0.379, 0.310, 0.744, -0.519, 0.309, 0.465, -0.157, 0.507, 0.510, 0.366, 0.153, 0.475, -0.975, 0.273, -1.219, 0.812, -0.119, -0.739, 0.537, 0.244, 0.147, 0.239, -0.159, -0.321, 0.731, 0.277, -0.325, -0.259, -0.415, -0.735, 0.060, 0.472, -0.303, 0.132, -0.312]}